1.
{
  "formula": "C6H11N4",
  "method": "ωB97M-V/def2-TZVPD",
  "elements": ["C", "H", "C", "H", "N", "H", "N", "H", "H", "C", "C", "C", "H", "N", "H", "H", "N", "H", "C", "H", "H"],
  "coordinates": [[0.428568, -0.295642, -0.870696], [-1.027586, 2.398462, -0.766222], [1.340558, -1.321139, -0.441772], [2.697268, -2.722697, -1.010241], [-0.248460, -0.018899, 1.417868], [-0.445775, 0.712082, -2.383502], [0.235733, -0.002449, -2.183834], [-2.883895, 1.319612, 1.224027], [0.605996, -1.213974, 2.888999], [0.597751, -0.972746, 1.839681], [-0.288837, 0.298629, 0.132688], [-2.313063, 2.138370, 0.777870], [-1.653118, 2.600185, 1.525947], [2.110991, -1.970288, -1.329403], [-3.027748, 2.902433, 0.454634], [2.061442, -2.392632, 1.277517], [-1.667404, 1.683792, -0.414370], [1.008391, -0.078865, -2.824778], [1.399157, -1.617759, 0.930902], [-0.859303, 0.464775, 2.071395], [1.929333, -1.911250, -2.316710]],
  "atomic_forces_ev_per_a": [[0.227, -0.446, 0.948], [0.094, -0.081, 0.236], [-0.391, 0.370, -0.052], [0.024, -0.025, -0.117], [-0.040, 0.000, 0.271], [0.029, -0.063, -0.129], [-0.051, 0.002, -0.423], [-0.036, 0.143, -0.021], [-0.042, 0.056, 0.100], [0.421, -0.467, -0.134], [-3.073, 3.439, -1.998], [-0.099, 0.117, 0.600], [-0.101, -0.041, -0.030], [-0.068, 0.098, 0.041], [-0.027, -0.044, 0.108], [0.088, -0.092, 0.086], [3.233, -3.290, 0.337], [-0.062, 0.204, 0.036], [-0.263, 0.264, 0.215], [0.125, -0.057, -0.117], [0.012, -0.088, 0.043]],
  "multiplicity": 1,
  "e_tot_ha": -453.962643,
  "total_charge": 1,
  "relative_energy_kj_mol": 146.0,
  "homo_lumo_gap_ev": 9.09,
  "molar_mass_g_mol": 139.2,
  "lumo_ev": -3.3198
}

2.
{
  "formula": "C5H8ClI",
  "method": "ωB97M-V/def2-TZVPD",
  "elements": ["H", "H", "I", "Cl", "H", "H", "H", "H", "C", "C", "C", "H", "C", "C", "H"],
  "coordinates": [[-0.442238, -1.509834, -1.442785], [1.282318, 0.737731, 1.395001], [-3.033418, -0.302968, -2.766746], [-2.390190, 2.276359, 0.005809], [-1.958153, -1.260768, 0.474381], [1.125981, -1.173297, -0.810285], [0.521001, -0.209573, -2.217689], [0.078973, 1.820073, 1.270320], [-1.863839, 0.701814, -0.305055], [0.629773, 1.169574, 0.540331], [0.188149, -0.698800, -1.329535], [1.201561, 1.822456, -0.158569], [-1.578198, -0.331854, 0.713350], [-0.418887, 0.210232, -0.175166], [-1.746875, -0.060233, 1.735060]],
  "atomic_forces_ev_per_a": [[-1.406, -1.422, -0.937], [-0.528, -0.336, -2.168], [0.792, 0.806, 1.953], [-0.284, -0.032, -0.186], [-0.473, -2.064, -0.448], [-1.368, 0.871, -1.068], [-0.255, 0.539, -0.483], [-0.030, 0.037, -1.163], [1.231, -0.694, -1.115], [-0.919, 0.178, 1.661], [2.324, 0.378, 4.445], [-0.360, -0.716, 0.539], [0.205, 1.454, -1.102], [0.757, 0.694, -0.409], [0.316, 0.309, 0.480]],
  "multiplicity": 1,
  "e_tot_ha": -953.079139,
  "total_charge": 0,
  "relative_energy_kj_mol": 196.6,
  "homo_lumo_gap_ev": [7.17, 7.13],
  "molar_mass_g_mol": 230.5,
  "lumo_ev": [-1.8494, -1.8791]
}